Formula: C18H22N2O4S
Source: OMol25
Level of theory: the ωB97M-V functional and the def2-TZVPD basis

The calculation puts the HOMO energy at -7.67 eV. For the HOMO-LUMO gap, the calculation gives 8.250 eV. As for the LUMO energy: 0.6 eV. The energy above the lowest of the compared OMol25 structures with the same formula, charge and spin is 168.6 kJ/mol.

Last column: Löwdin charge in e.
Cartesian coordinates (Å):
C  4.031  -5.399  -1.196  -0.0764
H  4.178  -6.478  -1.223  0.0934
O  2.782  -5.220  -0.567  -0.0673
C  2.270  -3.987  -0.301  -0.1857
C  1.071  -4.010  0.377  0.0485
C  0.392  -2.838  0.736  -0.1492
C  -0.842  -2.813  1.421  0.0341
C  -1.443  -1.621  1.729  -0.2749
C  -0.755  -0.446  1.334  -0.5240
N  0.387  -0.427  0.714  0.0999
C  0.975  -1.593  0.394  -0.2125
C  2.195  -1.568  -0.303  0.0606
C  2.841  -2.727  -0.660  -0.1807
O  4.019  -2.738  -1.355  -0.1134
C  4.582  -1.509  -1.743  -0.0736
H  4.849  -0.898  -0.875  0.0988
H  3.906  -0.944  -2.391  0.1005
H  5.485  -1.766  -2.295  0.0958
H  2.587  -0.599  -0.557  0.1141
S  -1.487  1.115  1.722  0.9991
C  -0.316  2.259  0.925  -0.3461
C  -0.732  2.642  -0.484  -0.5147
O  -0.023  2.372  -1.435  0.0545
N  -1.914  3.282  -0.632  -0.0674
C  -2.783  3.789  0.405  -0.1449
H  -2.440  3.499  1.395  0.0815
C  -2.847  5.319  0.293  -0.1858
H  -3.568  5.726  1.004  0.1275
O  -3.281  5.722  -0.984  -0.1298
C  -2.422  5.232  -1.991  -0.1806
H  -2.839  5.574  -2.939  0.1269
C  -2.341  3.704  -1.952  -0.1075
H  -1.617  3.334  -2.679  0.1244
H  -3.328  3.277  -2.159  0.1343
H  -1.414  5.654  -1.862  0.1316
H  -1.851  5.741  0.501  0.1302
H  -3.787  3.377  0.249  0.1357
H  0.627  1.714  0.858  0.0708
H  -0.221  3.130  1.573  0.0827
C  -2.749  -1.526  2.445  -0.0825
H  -3.135  -2.515  2.676  0.0795
H  -2.631  -0.962  3.370  0.0750
H  -3.476  -0.993  1.831  0.0763
H  -1.310  -3.747  1.697  0.1238
H  0.654  -4.973  0.631  0.1287
H  4.032  -5.006  -2.215  0.0936
H  4.841  -4.936  -0.629  0.0951

Atomic forces in eV per Å
0.4 -0.2 -0.2
0.0 0.1 0.0
-0.2 0.2 0.1
-0.4 -0.2 0.3
0.4 -0.1 -0.2
0.2 0.5 -0.1
0.0 0.3 0.0
0.1 -0.4 -0.1
0.5 0.2 -0.2
-0.2 0.2 0.1
-0.2 -0.7 0.1
0.2 -0.2 -0.1
0.1 0.3 -0.1
-0.4 -0.3 0.2
0.1 0.2 -0.1
0.0 0.0 0.0
0.0 0.0 0.0
-0.1 0.1 0.0
0.1 0.1 -0.1
-0.2 0.3 0.2
-0.1 -0.3 0.1
0.2 -0.2 0.2
0.3 -0.1 -0.2
-0.3 0.2 -0.2
-0.1 0.4 0.1
0.0 0.1 0.0
0.0 -0.3 0.3
0.1 0.0 0.0
-0.1 0.1 0.0
0.1 -0.3 -0.2
0.1 0.0 0.0
0.1 0.3 -0.2
-0.1 0.0 0.1
0.0 0.0 0.0
-0.1 0.0 0.0
-0.1 0.0 0.0
0.0 0.0 0.1
-0.1 0.3 0.0
0.0 0.0 0.0
0.0 0.0 0.0
-0.1 0.0 0.0
-0.1 0.0 0.1
-0.1 0.0 0.0
-0.1 -0.1 0.0
0.0 -0.1 0.0
0.0 -0.1 0.1
-0.1 -0.1 -0.1

=====

Formula: C18H22N2O5
Source: OMol25
Level of theory: the ωB97M-V functional and the def2-TZVPD basis

The calculation puts the HOMO energy at -7.92 eV. For the HOMO-LUMO gap, the calculation gives 8.330 eV. As for the LUMO energy: 0.4 eV. The energy above the lowest of the compared OMol25 structures with the same formula, charge and spin is 416.4 kJ/mol.

Last column: Löwdin charge in e.
Cartesian coordinates (Å):
C  -0.818  1.672  -0.329  -0.2975
C  -2.034  2.513  0.002  -0.4728
C  0.435  2.321  0.243  -0.0714
C  1.737  1.550  0.218  -0.1953
C  2.468  1.248  1.376  -0.0040
C  2.273  1.241  -1.004  -0.0664
C  3.709  0.612  1.308  -0.0223
C  3.476  0.524  -1.122  -0.0435
C  4.206  0.270  0.082  -0.3079
C  -2.707  -1.120  0.667  -0.2376
C  -3.567  -0.891  -0.616  -0.4089
C  -1.846  -2.433  0.646  -0.0704
C  -0.495  -2.083  -0.020  -0.1337
C  0.791  -2.326  0.641  0.0047
C  -0.489  -1.261  -1.194  -0.0570
C  2.001  -1.978  0.031  -0.0492
C  0.765  -1.018  -1.780  -0.0612
C  1.966  -1.256  -1.140  -0.1335
H  -1.361  0.645  -2.012  0.0743
H  -1.033  2.155  -2.226  0.0746
H  -0.959  0.774  0.221  0.0953
H  0.191  2.673  1.258  0.1281
H  0.605  3.176  -0.375  0.1248
H  2.083  1.494  2.310  0.0904
H  1.730  1.428  -1.841  0.0780
H  4.226  0.357  2.186  0.1050
H  3.948  0.247  -2.121  0.1581
H  5.705  -0.494  0.856  0.0273
H  -3.091  3.103  1.265  0.0921
H  -3.660  -2.139  2.084  0.0744
H  -3.257  -0.763  2.599  0.0092
H  -2.021  -0.201  0.768  0.1431
H  -2.358  -3.199  0.200  0.0919
H  -1.697  -2.723  1.678  0.1100
H  0.887  -2.886  1.493  0.0695
H  -1.359  -1.106  -1.724  0.0503
H  2.865  -2.234  0.473  0.0729
H  0.775  -0.444  -2.696  0.1105
H  2.868  -1.105  -1.677  0.0777
H  -4.853  -0.191  0.644  0.1219
N  -0.703  1.372  -1.742  0.0937
N  -3.542  -1.193  1.865  0.0857
O  -2.795  3.052  -0.771  0.1165
O  5.271  -0.597  0.093  0.0820
O  -2.281  2.656  1.316  0.1287
O  -3.331  -1.264  -1.766  0.0775
O  -4.720  -0.177  -0.365  0.0645

Atomic forces in eV per Å
0.0 0.1 -0.2
-0.5 0.6 -0.6
0.1 0.3 0.7
-0.1 0.2 1.0
0.4 -0.3 -1.6
2.9 -0.8 1.3
-2.0 1.2 -0.7
2.5 2.1 0.8
-0.6 -0.8 -1.4
0.9 0.1 0.6
-1.3 0.0 -1.3
2.3 3.4 0.1
1.4 0.8 0.7
-1.7 1.1 -3.5
3.6 -3.2 1.8
-4.0 1.0 -0.8
-0.9 0.7 0.3
-1.1 -2.9 -1.0
0.2 0.2 0.2
-0.4 1.7 -1.0
0.2 -0.8 0.2
0.3 -0.1 -0.3
0.1 1.0 -0.3
-0.7 0.4 1.5
-1.4 0.7 -2.3
0.6 -0.3 1.1
-0.7 0.6 1.5
2.7 0.5 4.6
-2.2 1.4 0.6
-0.6 -1.5 0.5
2.6 3.8 5.6
-1.3 -1.7 -0.1
-1.3 -1.9 -1.5
0.3 0.0 0.2
-0.4 -1.3 2.2
-1.5 0.2 -0.8
3.0 -0.8 1.5
0.0 -0.2 -0.2
-0.1 -0.7 -0.3
0.4 -0.1 -1.6
-0.1 -0.5 0.5
-3.0 -1.8 -6.4
0.7 -0.5 -0.3
-2.1 -0.3 -5.5
2.1 -1.5 0.3
-0.4 0.8 2.7
1.1 -0.9 1.4

=====

Formula: C18H22N2O5S
Source: OMol25
Level of theory: the ωB97M-V functional and the def2-TZVPD basis

The calculation puts the HOMO energy at -7.89 eV. For the HOMO-LUMO gap, the calculation gives 8.429 eV. As for the LUMO energy: 0.5 eV. The energy above the lowest of the compared OMol25 structures with the same formula, charge and spin is 1495.8 kJ/mol.

Last column: Löwdin charge in e.
Cartesian coordinates (Å):
C  -5.521  -0.989  -1.594  -0.0552
H  -6.475  -1.163  -1.886  0.0469
O  -5.369  0.056  -0.671  -0.0290
C  -4.254  0.299  -0.185  -0.3263
C  -3.070  -0.326  -0.792  0.1354
C  -1.961  0.191  -0.022  0.0266
C  -2.000  1.077  1.149  -0.2339
C  -3.146  1.702  1.327  -0.0386
C  -4.365  1.276  0.790  0.0063
H  -5.218  1.574  1.241  0.0833
H  -3.222  2.590  2.279  0.1961
O  -0.780  1.662  1.370  -0.0910
C  -0.612  2.171  2.523  -0.2282
H  -1.022  3.441  2.496  0.1551
H  -1.186  1.862  3.332  0.0580
H  0.348  2.405  3.027  0.0916
N  -0.622  -0.332  -0.460  0.1655
C  -0.410  -1.287  -1.208  -0.6406
O  -1.048  -1.773  -2.018  0.1596
C  1.109  -1.450  -1.239  -0.2440
N  1.709  -1.380  -0.150  -0.2517
S  1.117  -2.343  1.265  0.6933
O  1.919  -1.977  2.372  -0.2771
O  -0.256  -2.379  1.285  -0.2172
C  1.792  -3.912  0.341  -0.0677
H  1.293  -4.355  -0.288  -0.0735
H  2.862  -4.219  0.358  0.0811
H  1.649  -4.593  1.379  0.1223
C  3.072  -1.025  0.085  -0.1510
C  3.308  0.437  -0.284  -0.0781
C  4.034  1.034  -1.483  -0.0351
C  4.049  2.250  -1.857  -0.0722
C  3.411  3.226  -0.940  0.0155
C  2.604  2.617  0.093  -0.0901
C  2.543  1.331  0.423  -0.0877
H  2.038  1.243  1.294  0.0827
H  2.104  3.460  0.545  0.0989
H  3.419  4.258  -0.932  0.0647
H  4.652  2.658  -2.554  0.0722
H  4.451  0.342  -1.946  0.0314
H  3.566  -1.252  1.157  0.1867
H  3.615  -1.521  -0.481  0.0305
H  1.478  -0.783  -1.986  0.1452
H  1.249  -2.625  -1.786  0.1837
H  0.006  0.268  -0.041  0.1028
H  -2.887  -0.933  -1.449  -0.0110
H  -5.026  -2.042  -1.331  0.1487
H  -4.948  -0.768  -2.546  0.1151

Atomic forces in eV per Å
4.9 -1.9 -1.2
-3.1 -0.1 -0.2
-6.8 -2.7 -2.8
4.0 0.0 -0.5
-0.5 10.3 12.3
0.7 -2.6 -1.6
2.1 -1.7 -5.2
-3.7 3.8 5.2
5.5 -0.9 -0.3
-2.9 0.8 0.6
0.4 -2.7 -3.2
1.0 -3.1 -3.4
0.3 8.4 4.9
0.9 -2.9 0.1
-1.5 -1.4 1.2
0.4 -1.0 -1.5
-7.3 7.2 5.9
7.3 -0.2 -0.6
-5.4 -4.3 -5.0
-2.8 -5.7 -8.5
2.8 1.1 12.4
6.2 -0.8 -5.9
0.0 -0.2 0.8
-4.0 -0.4 0.4
4.8 1.7 12.9
-5.7 -3.8 -6.8
-0.3 1.7 -0.6
-0.3 1.0 -2.4
-1.2 4.9 4.9
-0.3 1.9 -1.4
-5.0 -3.0 7.5
-2.1 7.3 3.6
-1.2 -6.0 0.3
2.0 6.4 -3.3
1.7 -0.7 -1.4
-1.8 -1.7 2.6
-0.6 -0.6 1.1
0.3 1.9 -0.7
1.8 0.7 -2.8
4.1 -5.9 -4.6
-2.0 0.6 -2.3
5.2 -5.1 -5.6
0.3 0.6 -0.6
-0.3 2.6 0.7
2.5 0.5 0.9
1.1 -6.4 -7.2
-1.1 2.2 0.3
-0.5 0.2 0.9

=====

Formula: C18H22N4O4S2
Source: OMol25
Level of theory: the ωB97M-V functional and the def2-TZVPD basis

The calculation puts the HOMO energy at -8.08 eV. For the HOMO-LUMO gap, the calculation gives 7.694 eV. As for the LUMO energy: -0.4 eV. The energy above the lowest of the compared OMol25 structures with the same formula, charge and spin is 2084.9 kJ/mol.

Last column: Löwdin charge in e.
Cartesian coordinates (Å):
C  1.889  -1.942  -8.227  -0.0420
C  1.426  -0.387  -8.218  -0.2546
O  1.888  0.368  -7.199  0.0109
C  1.525  0.322  -6.010  -0.4964
C  0.464  -0.200  -5.650  -0.0377
C  0.076  -0.422  -4.399  0.0304
C  0.884  0.178  -3.437  -0.1496
C  1.763  1.068  -3.815  0.0174
C  2.188  1.048  -5.157  0.0662
H  3.151  1.540  -5.340  0.1475
H  2.268  1.380  -3.131  0.0333
N  0.152  0.292  -2.191  0.0676
C  -0.147  -0.664  -1.393  -0.2905
O  -0.481  -2.016  -1.909  -0.1670
C  -0.630  -0.335  -0.025  -0.0338
H  -0.179  -1.347  0.635  0.2293
H  -1.521  -0.322  0.157  0.0239
C  0.215  0.832  0.202  -0.3505
C  1.333  0.676  0.936  -0.4119
O  2.549  0.702  0.278  -0.0492
N  1.469  0.319  2.119  0.1333
C  0.542  -0.156  3.007  -0.5713
N  0.759  -0.607  4.233  -0.0906
N  -0.133  -0.804  5.048  -0.0150
C  -1.548  -0.037  4.566  -0.8827
S  -2.848  -0.195  5.541  0.9723
C  -2.117  -0.836  7.101  -0.4511
C  -1.637  0.033  7.890  -0.5982
O  -2.003  1.228  8.025  -0.1299
C  -3.166  1.245  8.983  -0.0109
H  -3.101  0.805  9.868  0.0351
H  -4.100  0.900  8.435  0.1019
H  -3.523  2.295  9.133  0.1041
H  -1.141  -0.323  8.862  0.1766
H  -0.466  0.323  7.362  0.2178
H  -3.370  -1.338  7.550  0.1999
H  -1.755  -1.646  6.834  -0.0123
S  -1.081  0.227  3.033  1.0985
H  2.398  -0.008  2.498  0.2173
H  -0.499  1.428  0.704  0.1398
C  0.422  1.314  -1.093  -0.0629
H  1.337  1.683  -1.422  0.0917
H  -0.426  2.102  -1.562  0.2114
H  -0.772  -0.928  -4.106  0.0999
H  -0.263  -0.932  -6.534  0.2246
H  0.377  -0.254  -8.219  0.0795
H  1.947  0.060  -9.176  0.1552
H  1.621  -2.285  -7.202  0.0698
H  1.319  -2.359  -9.139  0.0985
H  2.945  -2.028  -8.447  0.0541

Atomic forces in eV per Å
-2.1 2.0 -0.4
2.2 -1.7 -3.5
4.5 1.4 -5.1
3.9 2.8 -1.2
-11.6 -9.0 -1.7
1.3 0.8 1.3
-6.0 -1.0 1.1
-1.5 -2.9 -8.1
3.6 3.2 5.2
-0.7 -0.1 -0.5
6.1 4.9 7.4
2.8 0.5 3.2
-5.9 -12.3 -4.1
2.3 6.9 2.9
12.3 -6.6 -0.5
-1.4 2.8 -1.8
-10.1 0.5 1.5
-5.1 1.8 1.0
11.7 -0.3 -5.6
-5.0 0.4 2.2
1.6 -2.8 7.0
-2.2 0.0 3.1
3.8 -0.7 -2.0
-4.1 1.8 1.8
6.4 -3.1 -0.2
-2.2 0.3 0.6
-13.3 -1.9 -4.1
14.1 2.5 5.4
-5.9 6.5 3.3
-2.5 3.9 -6.1
1.2 -2.3 3.6
1.2 -0.4 0.6
1.1 -0.5 0.0
-1.1 -0.6 -0.8
-2.3 -1.4 0.9
3.2 1.4 -1.0
4.4 -7.4 -1.7
-3.8 2.3 -2.5
-0.8 1.0 -1.4
-0.4 1.7 0.9
-2.5 5.7 -8.5
1.6 1.1 0.8
2.1 -1.2 2.3
-1.6 -1.2 0.4
2.3 2.6 2.7
-1.2 -0.4 -0.8
-1.5 -0.6 1.7
0.2 -0.7 -1.1
0.7 0.1 1.9
0.2 0.1 0.2